No. 1
DFT (ωB97M-V with the def2-TZVPD basis set) results for a molecular structure, C6H9NO.

```
17
C6H9NO | the Open Molecules 2025 dataset | ωB97M-V with the def2-TZVPD basis set
C -1.1191 -1.2568 -1.4767
C -0.9371 0.2703 -0.0143
C 0.2043 1.0923 0.8835
C 0.6766 -0.0089 1.7462
C 1.3729 -0.5083 0.5036
C 0.1810 -0.6412 -0.5525
H -1.6277 -1.9885 -0.8973
H -0.8178 -1.5074 -2.4879
H -2.6253 0.1426 -1.2847
H -1.5795 -0.1040 0.7737
H -0.1626 2.1121 1.0781
H -0.0516 -0.5983 2.2254
H 1.2686 0.6080 2.5158
H 2.3545 -0.9886 0.4934
H 0.6775 -0.2315 -1.4631
N -1.6475 0.1198 -1.3372
O 1.4780 1.0040 0.2335
```

Summary:
- total energy (Ha) = -363.7977
- energy relative to the best compared isomer or geometry (same formula, charge and spin) (kJ/mol) = 594.88
- HOMO-LUMO gap (eV) = 9.59
- lowest unoccupied orbital energy (eV) = 1.027

No. 2
DFT (ωB97M-V with the def2-TZVPD basis set) results for a molecular structure, C26H64F3N8O16Zn.

```
118
C26H64F3N8O16Zn | the Open Molecules 2025 dataset | ωB97M-V with the def2-TZVPD basis set
Zn -0.8145 -3.9098 -0.4441
C 0.0891 -1.0868 -0.9797
O -0.0870 -0.9842 0.4260
O -0.1095 -2.3842 -1.3382
C -0.7452 0.1020 -1.5441
F -0.0701 1.2651 -1.6425
F -1.0427 -0.2363 -2.8335
F -1.8936 0.3821 -0.9087
C 0.9351 -0.3982 1.2220
C 0.4252 -0.2052 2.6406
H -0.5468 0.2840 2.5288
H 0.3157 -1.0979 3.2586
H 1.0622 0.4322 3.2568
H 1.3635 0.5366 0.8512
H 1.7972 -1.0759 1.2647
H 1.1202 -0.8177 -1.2509
C 4.2859 -0.1251 -1.4317
C 5.4469 0.3389 -2.3297
O 6.2233 -0.7740 -2.7308
O 4.7863 -0.9188 -0.3743
H 3.5425 -0.6775 -2.0186
H 3.7889 0.7783 -1.0725
H 6.0674 0.9627 -1.6878
H 5.0585 0.7610 -3.2602
H 5.6652 -1.5561 -2.7998
H 4.9838 -1.8096 -0.6726
C -4.0530 -3.0059 -1.4211
C -4.1633 -1.5969 -2.0033
O -4.5308 -0.6091 -1.0707
O -2.8212 -3.1806 -0.6880
H -4.1205 -3.7017 -2.2523
H -4.9512 -3.1121 -0.8050
H -5.0073 -1.7267 -2.6940
H -3.2309 -1.3761 -2.5349
H -4.7660 0.1818 -1.5695
H -2.8281 -2.4339 -0.0591
C 3.5339 -0.0527 2.8411
C 3.5350 1.4360 2.5526
O 2.3255 1.9990 3.0479
O 3.6999 -0.2988 4.2638
H 4.3673 -0.6359 2.4389
H 2.6066 -0.5553 2.5474
H 3.6270 1.4875 1.4680
H 4.3516 1.9393 3.0681
H 2.1662 1.7073 3.9507
H 2.9858 -0.9001 4.5079
O 0.2689 -2.7039 -6.9146
C 0.5023 -2.5405 -5.7318
N -0.0908 -3.3588 -4.8007
C 1.3386 -1.3682 -5.2441
H -0.2956 -2.8815 -3.9335
H -0.6950 -4.0814 -5.1509
H 0.8498 -0.7046 -4.5353
H 1.5950 -0.7639 -6.1083
H 2.2218 -1.8494 -4.8138
O -3.9311 0.2792 3.6802
C -4.1749 -0.2081 2.5832
N -5.1796 0.2713 1.8046
C -3.1648 -1.1313 2.0012
H -5.2905 -0.0842 0.8689
H -5.8165 0.8961 2.2677
H -3.4922 -2.1763 1.9587
H -2.2433 -0.9832 2.5515
H -2.9910 -0.8967 0.9428
O -1.1593 3.2305 6.2368
C -1.7190 2.3339 5.6067
N -2.8335 2.6693 4.8805
C -1.4286 0.8712 5.8761
H -3.3316 1.8935 4.4470
H -3.0147 3.5990 4.5584
H -1.5668 0.6389 6.9319
H -0.3738 0.6957 5.6557
H -2.0512 0.1636 5.3296
O -2.0751 5.8278 -3.5014
C -1.5256 5.3757 -2.4985
N -1.5140 6.0041 -1.3313
C -0.7551 4.0424 -2.6051
H -1.9898 6.8658 -1.1308
H -0.9923 5.6237 -0.5415
H 0.1255 4.0017 -1.9628
H -0.4634 4.0244 -3.6523
H -1.3834 3.1913 -2.3528
O -1.3239 1.4280 -6.6519
C -2.3373 2.0217 -6.3265
N -2.9989 2.8929 -7.1133
C -2.9354 1.7950 -4.9448
H -3.6811 3.4498 -6.6319
H -2.5637 3.1520 -7.9818
H -3.2596 0.7567 -4.8320
H -3.7672 2.4809 -4.7754
H -2.2846 1.8766 -4.0751
O 4.5718 -3.0462 -2.9793
C 4.0994 -4.1395 -3.2648
N 4.6911 -5.0926 -3.9948
C 2.7023 -4.3867 -2.6933
H 5.6578 -4.7809 -4.0728
H 4.3075 -6.0172 -3.9319
H 2.8839 -4.6064 -1.6360
H 2.1961 -5.2203 -3.1866
H 2.0230 -3.5375 -2.6845
O 2.4593 -2.5464 5.7653
C 1.3186 -2.6242 6.2071
N 0.8994 -1.8084 7.1956
C 0.2687 -3.5365 5.6017
H 1.4538 -1.2077 7.7791
H -0.0403 -1.9503 7.5305
H 0.0186 -3.2181 4.5906
H -0.6452 -3.4169 6.1878
H 0.5605 -4.5826 5.6087
O -0.6627 4.9932 1.1211
C -0.2622 4.2146 1.9777
N -0.0492 2.9159 1.6415
C 0.0735 4.6168 3.3924
H 0.5093 2.2673 2.1665
H -0.2051 2.6833 0.6729
H 1.0805 5.0370 3.3907
H 0.1752 3.7382 4.0336
H -0.6676 5.2806 3.8245
```

Summary:
- net charge = +1
- total energy (Ha) = -4749.6362
- HOMO-LUMO gap (eV) = 2.61
- lowest unoccupied orbital energy (eV) = -8.018

No. 3
DFT (ωB97M-V with the def2-TZVPD basis set) results for 2 unconnected molecules or ions with the total composition C3H8NO.

```
13
C3H8NO | the Open Molecules 2025 dataset | ωB97M-V with the def2-TZVPD basis set
C 1.1006 -0.0626 -0.8375
C 0.5790 -1.1626 0.0392
C -1.1024 1.0274 0.7227
N -0.3639 -0.3070 -0.5688
O -0.1430 1.0556 1.6406
H 1.4299 0.8729 -0.3501
H 1.3024 -0.2368 -1.8827
H 0.7015 -2.2238 -0.2633
H 0.6475 -1.0157 1.1480
H -1.0868 1.9617 0.0334
H -2.1145 0.7471 1.0167
H -1.1631 -0.5942 -1.1575
H 0.3324 1.8744 1.5093
```

Summary:
- net charge = +1
- total energy (Ha) = -248.7474
- energy relative to the best compared isomer or geometry (same formula, charge and spin) (kJ/mol) = 232.47
- HOMO-LUMO gap (eV) = 12.11
- lowest unoccupied orbital energy (eV) = -3.980

No. 4
DFT (ωB97M-V with the def2-TZVPD basis set) results for C27H21N3O4S in the gas phase.

```
56
C27H21N3O4S | the Open Molecules 2025 dataset | ωB97M-V with the def2-TZVPD basis set
C 9.8935 1.2060 -0.0091
H 10.9301 1.1701 -0.3439
O 9.2662 0.1193 -0.6536
C 7.9495 -0.1594 -0.4849
C 7.5156 -1.2817 -1.1900
C 6.2089 -1.7124 -1.1389
C 5.2774 -1.0060 -0.3889
C 5.6976 0.1093 0.3328
C 7.0160 0.5410 0.3076
O 7.4571 1.6266 1.0248
C 6.5538 2.3072 1.8583
H 7.1385 3.0928 2.3350
H 5.7393 2.7648 1.2866
H 6.1380 1.6505 2.6293
H 4.9914 0.6254 0.9648
C 3.8756 -1.5056 -0.3578
O 3.6075 -2.6845 -0.4553
N 2.9403 -0.5109 -0.2337
C 1.5512 -0.6164 -0.1706
C 0.8813 -1.8352 -0.1234
C -0.4991 -1.8807 -0.0550
C -1.2316 -0.7021 -0.0297
C -0.5674 0.5229 -0.0764
C 0.8071 0.5643 -0.1451
H 1.3117 1.5200 -0.1813
H -1.1473 1.4324 -0.0594
O -2.6067 -0.5922 0.0088
C -3.4694 -1.5881 0.2019
N -3.1015 -2.8352 0.4371
C -4.0475 -3.7480 0.6278
N -5.3459 -3.5640 0.6096
C -5.7291 -2.3152 0.3752
C -4.8427 -1.2454 0.1586
C -5.5114 -0.0198 -0.0664
C -6.8693 -0.1384 -0.0279
C -7.8667 0.8980 -0.2156
C -7.5087 2.2486 -0.2204
C -8.4656 3.2271 -0.4053
C -9.7952 2.8826 -0.5865
C -10.1635 1.5472 -0.5781
C -9.2106 0.5650 -0.3940
H -9.5001 -0.4757 -0.3913
H -11.1979 1.2702 -0.7172
H -10.5399 3.6509 -0.7307
H -8.1729 4.2669 -0.4046
H -6.4795 2.5333 -0.0677
S -7.3751 -1.7943 0.2919
H -4.9839 0.8951 -0.2621
H -3.6998 -4.7537 0.8182
H -1.0047 -2.8303 -0.0165
H 1.4470 -2.7511 -0.1465
H 3.2867 0.4377 -0.2606
H 5.8910 -2.5894 -1.6795
H 8.2517 -1.8065 -1.7776
H 9.8589 1.1070 1.0774
H 9.4502 2.1602 -0.3001
```

Summary:
- SMILES string = COc1ccc(C(=O)Nc2ccc(Oc3ncnc4sc(-c5ccccc5)cc34)cc2)cc1OC
- total energy (Ha) = -1904.9153
- HOMO-LUMO gap (eV) = 7.95
- lowest unoccupied orbital energy (eV) = 0.013